Entry 1:
Below is a cluster of 2 separate species, C4H7NO2 in total, with properties calculated with ωB97M-V/def2-TZVPD.

Element x y z (Å)
C -0.006 1.537 -0.477
C 1.224 0.802 0.148
C 0.707 -0.533 0.641
O -0.213 -0.639 1.436
C 1.353 -1.731 -0.021
N 1.958 -2.611 -0.435
H 0.318 2.487 -0.920
H -0.532 0.867 -1.216
H -0.720 1.788 0.345
H 2.069 0.612 -0.607
H 1.718 1.274 1.044
O -2.867 -1.442 -0.276
H -1.929 -1.258 -0.292
H -3.081 -1.152 0.630

The value obtained for the molecular weight is 101.10 g mol⁻¹. The HOMO energy comes out at -11.41 eV. Its LUMO energy is -0.76 eV. The total energy is -9845.3862 eV. Its HOMO-LUMO gap is 10.6506 eV.

=====

Entry 2:
Below is the ion C10H6NO4 with charge +1, with properties calculated with ωB97M-V/def2-TZVPD.

Element x y z (Å)
C -0.789 0.844 -1.386
C -1.561 -0.211 -1.719
C -0.168 0.977 -0.188
C -1.626 -1.453 -1.077
C -0.895 -1.938 0.140
C 0.442 -1.640 0.157
C -2.418 -2.360 -1.622
C -1.274 -2.971 0.861
C 1.473 1.714 1.285
C 2.692 2.615 1.433
N 1.561 -1.341 0.040
O -3.056 -3.112 -2.215
O -1.544 -3.762 1.627
O 0.760 1.866 0.044
O 1.035 0.889 2.042
H -0.617 1.529 -2.215
H -2.308 -0.110 -2.530
H -0.420 0.391 0.883
H 2.814 3.070 0.517
H 2.446 3.205 2.399
H 3.452 1.799 1.527

The value obtained for the molecular weight is 204.16 g mol⁻¹. The charge is +1. The HOMO energy (alpha / beta) comes out at -13.35 / -13.35 eV. Its LUMO energy (alpha / beta) is -5.73 / -5.73 eV. The total energy is -20135.7160 eV. Its HOMO-LUMO gap (alpha / beta) is 7.6142 / 7.6150 eV.

=====

Entry 3:
Below is a cluster of 2 separate species, C5H4O2 in total, with properties calculated with ωB97M-V/def2-TZVPD.

Element x y z (Å)
O 0.747 -2.106 0.213
C 0.356 -0.993 0.059
C -0.509 -0.053 0.774
C -0.647 1.053 0.250
C 0.016 1.357 -1.022
C 0.753 -0.052 -1.222
O 1.457 -0.375 -2.115
H 0.756 2.162 -0.979
H -0.660 1.546 -1.861
H -1.485 -1.330 2.551
H -0.926 -1.142 3.002

The value obtained for the molecular weight is 96.08 g mol⁻¹. The HOMO energy (alpha / beta) comes out at -10.25 / -10.25 eV. Its LUMO energy (alpha / beta) is -0.94 / -0.94 eV. The total energy is -9339.0941 eV. Its HOMO-LUMO gap (alpha / beta) is 9.3049 / 9.3047 eV.

=====

Entry 4:
Below is the ion C4H13NOP with charge +1, with properties calculated with ωB97M-V/def2-TZVPD.

Element x y z (Å)
C 1.923 1.708 1.126
N 1.038 0.702 0.591
C -0.219 1.060 -0.120
C -0.907 -0.163 -0.694
C -1.647 -0.976 0.421
P 0.233 -1.351 -1.701
O -0.498 -2.822 -1.502
H 1.400 2.363 1.888
H 2.748 1.134 1.661
H 2.326 2.405 0.302
H 1.432 -0.051 -0.061
H 0.751 0.104 1.307
H -0.946 1.391 0.706
H 0.094 1.887 -0.832
H -1.801 0.214 -1.391
H -0.925 -1.351 1.119
H -2.025 -1.886 0.050
H -2.401 -0.183 0.836
H -0.238 -0.970 -3.061
H -0.338 -3.215 -0.643

The value obtained for the molecular weight is 122.13 g mol⁻¹. The charge is +1. The HOMO energy comes out at -12.91 eV. Its LUMO energy is -3.14 eV. The total energy is -17177.4722 eV. Its HOMO-LUMO gap is 9.7711 eV.

=====

Entry 5:
Below is a structure of composition C29H35ClIrN4S2Se2Te2, with properties calculated with ωB97M-V/def2-TZVPD.

Element x y z (Å)
Ir -17.748 -10.853 0.068
Se -18.779 -9.597 -1.777
Te -21.090 -10.573 -1.660
Te -21.051 -13.080 -3.260
Se -20.110 -14.605 -1.623
S -15.559 -9.737 -0.593
C -15.280 -8.688 0.723
N -14.025 -8.250 0.977
C -13.812 -7.263 2.054
C -14.980 -6.317 2.101
N -16.238 -7.036 2.160
C -17.348 -6.411 2.863
C -17.185 -6.254 4.340
C -17.174 -4.927 4.844
C -17.001 -4.679 6.232
C -16.842 -5.765 7.046
C -16.936 -7.076 6.591
C -17.082 -7.343 5.267
C -16.386 -8.220 1.466
S -17.917 -9.092 1.463
C -12.878 -9.150 0.801
C -12.761 -10.198 1.862
C -13.809 -11.053 2.163
C -13.764 -11.847 3.323
C -12.687 -11.749 4.217
C -11.578 -10.956 3.860
C -11.585 -10.325 2.620
H -12.880 -6.671 1.861
H -13.662 -7.777 3.002
H -15.006 -5.621 1.273
H -14.863 -5.629 2.994
H -18.250 -7.024 2.601
H -17.588 -5.400 2.547
H -17.218 -4.077 4.156
H -16.984 -3.657 6.677
H -16.719 -5.567 8.134
H -16.893 -7.843 7.333
H -17.130 -8.371 4.897
H -11.942 -8.532 0.756
H -12.983 -9.587 -0.190
H -14.657 -11.094 1.487
H -14.645 -12.449 3.635
H -12.699 -12.245 5.231
H -10.747 -10.915 4.535
H -10.739 -9.768 2.358
N -15.623 -14.486 -2.737
C -16.842 -13.808 -3.206
C -16.973 -12.466 -2.510
N -17.103 -12.658 -1.006
C -15.908 -13.453 -0.464
C -15.659 -14.750 -1.253
H -14.833 -13.899 -2.971
H -15.488 -15.378 -3.337
H -17.599 -14.539 -2.937
H -16.754 -13.667 -4.308
H -17.858 -11.913 -2.881
H -16.116 -11.819 -2.736
H -17.964 -13.191 -0.932
H -16.148 -13.666 0.566
H -15.058 -12.786 -0.504
H -16.532 -15.429 -1.125
H -14.704 -15.311 -1.018
Cl -16.934 -15.781 5.348
C -17.493 -14.742 4.126
C -17.166 -13.356 4.157
C -17.626 -12.517 3.169
C -18.341 -13.011 2.075
C -18.998 -12.152 1.090
C -18.647 -14.386 2.025
C -18.245 -15.243 3.030
H -16.620 -12.979 5.028
H -17.446 -11.449 3.320
H -19.800 -11.534 1.540
H -19.554 -12.803 0.389
H -19.258 -14.773 1.197
H -18.568 -16.265 2.997

The value obtained for the molecular weight is 1144.55 g mol⁻¹. The charge is +1. As for the expectation value of S²: 6.022. Its spin multiplicity is 5. The HOMO energy (alpha / beta) comes out at -8.45 / -9.74 eV. Its LUMO energy (alpha / beta) is -3.37 / -4.67 eV. The total energy is -218905.1416 eV. Its HOMO-LUMO gap (alpha / beta) is 5.0795 / 5.0784 eV.

=====

Entry 6:
Below is a structure of composition C29H36GeNPdS5SeSi, with properties calculated with ωB97M-V/def2-TZVPD.

Element x y z (Å)
Pd 0.048 1.368 0.183
C -1.815 -0.446 4.846
C -0.427 -0.949 4.431
C 0.621 -0.605 5.497
C -0.467 -2.459 4.166
C -0.046 -0.272 3.180
N 0.250 0.253 2.206
H -2.105 -0.945 5.771
H -2.555 -0.678 4.079
H -1.810 0.630 5.021
H 0.352 -1.105 6.428
H 0.659 0.469 5.678
H 1.612 -0.942 5.195
H -0.732 -2.969 5.094
H 0.505 -2.826 3.834
H -1.211 -2.702 3.408
C 3.446 -0.135 1.489
Si 3.499 0.199 -0.348
C 4.572 -1.078 -1.199
C 4.153 1.920 -0.661
Se 1.447 0.008 -1.350
H 4.466 -0.162 1.883
H 2.965 -1.090 1.706
H 2.900 0.653 2.009
H 5.596 -1.024 -0.819
H 4.601 -0.910 -2.277
H 4.197 -2.087 -1.022
H 5.156 2.034 -0.238
H 3.502 2.662 -0.196
H 4.207 2.131 -1.730
C 0.061 2.560 -3.352
S -0.591 3.035 -1.735
C 0.503 4.325 -1.281
C 1.055 4.408 -0.055
S 0.940 3.257 1.240
S 2.004 5.848 0.237
C 1.793 6.596 -1.315
S 2.458 8.028 -1.731
S 0.799 5.654 -2.377
H -0.512 1.687 -3.663
H 1.112 2.295 -3.270
H -0.096 3.371 -4.060
C -3.214 1.802 1.921
Ge -2.465 0.752 0.442
C -2.636 -1.161 0.890
C -1.653 -2.091 0.552
C -1.815 -3.439 0.843
C -2.957 -3.878 1.499
C -3.935 -2.962 1.863
C -3.774 -1.616 1.556
C -3.438 1.225 -1.193
C -4.381 2.217 -1.137
C -4.999 2.719 -2.306
C -4.645 2.235 -3.529
C -3.670 1.211 -3.643
C -3.280 0.702 -4.906
C -2.340 -0.284 -5.006
C -1.747 -0.812 -3.840
C -2.105 -0.335 -2.610
C -3.071 0.692 -2.469
H -4.265 1.561 2.096
H -3.128 2.867 1.706
H -2.650 1.593 2.830
H -0.742 -1.763 0.059
H -1.045 -4.147 0.562
H -3.085 -4.928 1.727
H -4.828 -3.296 2.376
H -4.556 -0.918 1.835
H -4.661 2.649 -0.184
H -5.745 3.500 -2.222
H -5.101 2.625 -4.432
H -3.744 1.111 -5.796
H -2.050 -0.664 -5.977
H -0.999 -1.590 -3.918
H -1.638 -0.747 -1.726

The value obtained for the molecular weight is 845.03 g mol⁻¹. As for the expectation value of S²: 3.763. Its spin multiplicity is 4. The HOMO energy (alpha / beta) comes out at -7.01 / -7.52 eV. Its LUMO energy (alpha / beta) is 0.12 / -2.08 eV. The total energy is -219544.7792 eV. Its HOMO-LUMO gap (alpha / beta) is 7.1293 / 5.4347 eV.

=====

Entry 7:
Below is a cluster of 5 separate species, C31H67N4O14PS2 in total, with properties calculated with ωB97M-V/def2-TZVPD.

Element x y z (Å)
H -5.268 4.597 -4.111
N -6.070 3.966 -4.018
C -5.616 2.788 -3.932
C -4.149 2.391 -3.965
C -3.425 2.292 -2.586
S -3.848 3.785 -1.569
C -1.877 2.336 -2.911
C -1.126 3.209 -1.916
O -0.599 4.228 -2.290
O -3.630 1.075 -1.912
C -4.731 1.010 -1.063
O -4.296 1.337 0.289
N -2.889 1.225 0.458
O -2.645 0.754 1.495
C -5.280 -0.452 -0.951
N -4.156 -1.380 -0.791
C -4.405 -2.563 -0.599
S -4.874 -4.040 -0.550
N -6.235 -0.818 -1.960
C -5.729 -0.924 -3.317
O -4.921 -2.061 -3.473
C -4.011 -1.905 -4.570
C -2.613 -1.437 -4.096
O -1.660 -2.442 -4.371
C -1.066 -2.992 -3.203
C 0.258 -2.319 -2.885
O 0.095 -0.918 -2.680
C 1.362 -0.281 -2.861
C 1.477 0.976 -1.998
P -6.261 -0.489 0.681
O -7.262 -1.552 0.599
O -5.316 -0.749 1.951
O -7.053 0.913 0.847
H -6.367 1.993 -3.859
H -3.623 3.105 -4.600
H -4.060 1.420 -4.465
H -3.369 4.799 -2.316
H -1.705 2.707 -3.918
H -1.531 1.296 -2.866
H -1.059 2.908 -0.857
H -5.570 1.644 -1.358
H -7.085 -0.274 -1.912
H -5.232 0.004 -3.623
H -6.608 -1.031 -3.971
H -4.417 -1.238 -5.340
H -3.931 -2.894 -5.024
H -2.360 -0.490 -4.588
H -2.703 -1.216 -3.030
H -1.761 -2.987 -2.357
H -0.844 -4.039 -3.432
H 0.923 -2.458 -3.744
H 0.689 -2.791 -1.992
H 2.169 -0.964 -2.571
H 1.477 -0.031 -3.922
H 1.111 1.836 -2.560
H 2.507 1.156 -1.690
H 0.877 0.879 -1.089
H -4.429 -1.047 1.705
H -6.696 1.432 1.582
C 3.857 -4.319 0.457
C 4.711 -3.324 -0.310
O 4.065 -2.089 -0.563
C 3.655 -1.352 0.577
C 4.791 -0.968 1.508
H 2.927 -4.517 -0.080
H 4.395 -5.258 0.584
H 3.590 -3.951 1.449
H 4.954 -3.743 -1.287
H 5.665 -3.154 0.201
H 2.874 -1.896 1.119
H 3.187 -0.445 0.190
H 5.289 -1.842 1.930
H 4.412 -0.368 2.337
H 5.543 -0.387 0.972
C -2.014 0.652 4.648
C -1.860 -0.842 4.424
O -1.538 -1.572 5.592
C -2.476 -1.499 6.651
C -3.861 -2.006 6.285
H -1.100 1.069 5.075
H -2.222 1.154 3.705
H -2.830 0.880 5.335
H -1.039 -1.017 3.728
H -2.761 -1.256 3.954
H -2.529 -0.476 7.042
H -2.067 -2.115 7.452
H -4.319 -1.416 5.490
H -4.519 -1.962 7.154
H -3.809 -3.040 5.939
C 1.830 4.786 7.131
C 2.676 4.513 5.899
O 2.216 3.428 5.114
C 0.907 3.547 4.588
C 0.717 4.745 3.673
H 1.779 3.897 7.762
H 2.261 5.603 7.711
H 0.808 5.065 6.873
H 3.686 4.245 6.210
H 2.768 5.415 5.285
H 0.172 3.555 5.402
H 0.726 2.635 4.018
H 0.878 5.690 4.195
H -0.297 4.755 3.271
H 1.422 4.705 2.842
C 10.235 -2.099 -3.789
C 8.732 -1.879 -3.777
O 8.034 -2.724 -2.882
C 8.386 -2.616 -1.515
C 8.166 -1.229 -0.934
H 10.466 -3.136 -4.038
H 10.705 -1.448 -4.527
H 10.688 -1.884 -2.820
H 8.329 -2.100 -4.766
H 8.496 -0.829 -3.573
H 9.420 -2.946 -1.361
H 7.753 -3.327 -0.983
H 8.784 -0.476 -1.425
H 8.414 -1.223 0.129
H 7.123 -0.930 -1.053

The value obtained for the molecular weight is 815.00 g mol⁻¹. The HOMO energy comes out at -9.44 eV. Its LUMO energy is -0.64 eV. The total energy is -98811.7649 eV. Its HOMO-LUMO gap is 8.7911 eV.

=====

Entry 8:
Below is a cluster of 2 separate species, C19H26BBr3F2N3O6S in total, with properties calculated with ωB97M-V/def2-TZVPD.

Element x y z (Å)
C -0.713 -5.937 -0.818
C -1.315 -5.720 0.725
S -0.128 -4.684 1.795
C -1.148 -3.190 2.303
C -0.219 -1.886 2.764
C -0.202 -1.432 4.361
C -1.023 -2.205 5.556
O -2.216 -1.833 6.056
O -0.381 -3.399 6.190
C 0.732 -0.129 4.731
Br 0.921 0.560 6.616
C 1.563 0.618 3.534
B 2.513 1.914 3.984
C 1.743 3.347 4.249
O 4.003 1.773 4.131
N 1.557 0.185 2.052
N 2.345 0.943 1.210
C 3.516 0.205 0.627
O 4.398 -0.330 1.516
F 3.856 0.026 -0.802
C 1.575 1.775 0.226
O 1.257 1.476 -1.034
F 1.154 3.149 0.695
C 0.701 -1.005 1.679
C 0.659 -1.561 0.124
Br 2.100 -2.797 -0.622
C -0.448 -1.245 -0.860
C -0.515 -1.823 -2.398
Br -1.970 -0.015 -0.294
H -1.443 -6.575 -1.479
H -0.673 -4.857 -1.313
H 0.388 -6.351 -0.819
H -1.552 -6.755 1.232
H -2.336 -5.113 0.649
H -1.872 -2.825 1.441
H -1.865 -3.516 3.195
H 0.431 -3.673 5.668
H 1.303 3.694 3.199
H 2.433 4.156 4.749
H 0.834 3.119 4.956
H 4.405 2.638 3.801
H -0.656 -2.984 -2.476
H 0.520 -1.548 -2.911
H -1.368 -1.292 -3.032
C -0.213 3.079 -5.591
C -1.734 3.160 -5.490
C -2.233 4.058 -4.332
O -2.124 3.463 -3.035
C -0.828 3.540 -2.461
N -2.278 1.796 -5.385
H 0.228 2.426 -4.834
H 0.081 2.674 -6.566
H 0.240 4.071 -5.493
H -2.094 3.603 -6.425
H -3.303 4.240 -4.484
H -1.747 5.040 -4.349
H -0.311 4.466 -2.728
H -0.237 2.672 -2.757
H -0.936 3.506 -1.373
H -3.296 1.848 -5.416
H -2.082 1.462 -4.436

The value obtained for the molecular weight is 713.02 g mol⁻¹. The charge is +1. The HOMO energy comes out at -10.98 eV. Its LUMO energy is -6.03 eV. The total energy is -263930.1905 eV. Its HOMO-LUMO gap is 4.9506 eV.